Record 1
Entry from OMol25: C25H58N2O2PbSi3 as an isolated structure at a distorted geometry (ωB97M-V/def2-TZVPD).

E_tot: -2308.5911 a.u.
HOMO energy: -4.60 eV
Frontier orbital gap: 4.244 eV

Atoms and positions in Å:
O1 -0.89 4.10 2.67
O2 0.74 5.60 3.32
C1 -2.09 4.52 1.89
C2 -2.48 3.42 0.94
H1 -1.76 5.42 1.36
H2 -2.87 4.78 2.61
H3 -1.65 3.12 0.29
H4 -3.29 3.78 0.29
H5 -2.86 2.55 1.48
C3 -1.01 2.89 3.54
C4 -1.26 3.25 4.97
H6 -0.06 2.36 3.41
H7 -1.82 2.31 3.12
H8 -0.44 3.83 5.40
H9 -1.36 2.33 5.55
H10 -2.19 3.82 5.09
C5 2.02 5.03 2.90
C6 0.49 6.94 2.81
C7 2.22 3.66 3.46
H11 2.78 5.72 3.27
H12 2.06 5.02 1.80
H13 1.83 3.53 4.48
H14 3.29 3.45 3.48
H15 1.78 2.90 2.80
C8 -0.18 7.76 3.88
H16 -0.15 6.85 1.92
H17 1.46 7.38 2.51
H18 -1.17 7.38 4.14
H19 -0.31 8.79 3.52
H20 0.44 7.79 4.79
H21 -0.16 4.86 3.04
Pb1 1.08 0.47 -1.70
C9 1.58 2.42 -0.97
Si1 1.43 3.98 -2.02
H22 2.64 2.36 -0.64
H23 0.98 2.51 -0.05
C10 -0.16 4.93 -1.75
C11 1.56 3.64 -3.85
C12 2.86 5.10 -1.51
C13 -1.14 0.36 -2.41
Si2 -0.92 -0.70 -3.94
H24 -1.55 1.37 -2.59
H25 -1.69 -0.12 -1.58
C14 0.36 0.15 -5.03
C15 -2.50 -0.95 -4.91
C16 -0.22 -2.37 -3.40
H26 3.19 5.72 -2.36
H27 3.71 4.49 -1.17
H28 2.57 5.77 -0.69
H29 -0.97 4.53 -2.38
H30 -0.01 5.98 -2.04
H31 -0.50 4.92 -0.71
H32 0.61 3.28 -4.27
H33 2.34 2.90 -4.08
H34 1.82 4.58 -4.36
H35 -3.15 -0.06 -4.82
H36 -3.07 -1.81 -4.54
H37 -2.29 -1.11 -5.97
H38 -0.65 -2.70 -2.44
H39 0.87 -2.38 -3.29
H40 -0.48 -3.13 -4.15
H41 0.29 -0.28 -6.04
H42 1.40 0.00 -4.69
H43 0.18 1.23 -5.11
C17 -2.10 -0.73 1.09
C18 -0.94 -1.68 0.93
C19 -1.10 -3.01 1.34
C20 -0.02 -3.89 1.25
C21 1.19 -3.42 0.74
C22 1.26 -2.08 0.24
N1 0.18 -1.22 0.37
N2 2.28 -1.58 -0.44
Si3 3.85 -2.14 -0.92
C23 4.88 -2.59 0.57
C24 3.66 -3.63 -2.04
C25 4.67 -0.73 -1.86
H44 -1.77 0.31 1.18
H45 -2.80 -0.81 0.24
H46 -2.66 -1.00 2.00
H47 -2.07 -3.31 1.73
H48 -0.12 -4.92 1.57
H49 2.07 -4.05 0.66
H50 4.36 -3.31 1.22
H51 5.83 -3.06 0.26
H52 5.12 -1.70 1.17
H53 3.27 -3.35 -3.03
H54 4.64 -4.11 -2.19
H55 2.98 -4.38 -1.60
H56 4.18 -0.52 -2.82
H57 4.67 0.19 -1.26
H58 5.71 -1.00 -2.07

---

Record 2
Entry from OMol25: C25H59B2ClIN3O16PS5 as an isolated structure at a distorted geometry (ωB97M-V/def2-TZVPD).

E_tot: -5495.7234 a.u.
Net charge: +1
HOMO energy: -11.32 eV
Frontier orbital gap: 7.518 eV

Atoms and positions in Å:
C1 0.02 0.49 6.17
C2 0.53 0.54 4.66
S1 0.29 -1.11 3.81
C3 -0.79 -0.83 2.30
N1 -0.02 -1.05 1.05
C4 -0.47 -2.12 0.27
N2 -0.36 -3.38 0.66
O1 -0.77 -4.41 -0.15
C5 0.22 -3.76 1.96
B1 0.39 -5.39 2.01
O2 -0.55 -6.21 2.69
O3 1.52 -5.95 1.38
N3 -1.03 -1.99 -1.09
C6 -0.06 -1.27 -1.94
S2 1.14 -2.54 -2.65
I1 -1.01 -0.40 -3.72
C7 0.84 -0.23 -1.15
B2 2.40 -0.66 -1.08
O4 3.37 -0.16 -1.99
O5 2.88 -1.58 -0.10
C8 0.20 0.19 0.26
C9 -1.17 0.95 -0.13
C10 -1.52 2.26 0.66
C11 -3.07 2.58 0.36
C12 -4.05 2.24 1.55
C13 -3.91 0.78 2.14
C14 -5.26 0.23 2.78
C15 -4.99 -1.28 3.19
O6 -4.97 -1.44 4.62
C16 -4.34 -2.67 5.00
P1 1.27 1.49 1.16
O7 1.87 2.42 -0.15
Cl1 2.91 0.60 2.13
H1 0.87 0.13 6.79
H2 -0.27 1.52 6.49
H3 -0.81 -0.25 6.21
H4 0.02 1.35 4.07
H5 1.63 0.78 4.71
H6 -1.20 0.20 2.44
H7 -1.60 -1.60 2.39
H8 -1.74 -4.31 -0.18
H9 1.15 -3.20 2.21
H10 -0.54 -3.52 2.76
H11 -1.40 -6.16 2.23
H12 1.24 -6.71 0.85
H13 -1.95 -1.55 -1.06
H14 0.91 -3.74 -2.01
H15 0.80 0.72 -1.76
H16 3.24 0.79 -2.15
H17 2.88 -2.49 -0.44
H18 -1.19 1.23 -1.23
H19 -2.00 0.21 0.01
H20 -0.95 3.17 0.31
H21 -1.44 2.20 1.77
H22 -3.16 3.67 0.12
H23 -3.41 1.98 -0.54
H24 -5.10 2.29 1.12
H25 -4.01 3.00 2.36
H26 -3.20 0.86 3.02
H27 -3.59 0.01 1.40
H28 -5.50 0.76 3.73
H29 -6.10 0.26 2.03
H30 -5.76 -1.99 2.79
H31 -3.99 -1.65 2.78
H32 -3.28 -2.53 5.37
H33 -4.32 -3.46 4.20
H34 -4.90 -3.12 5.87
H35 2.14 3.26 0.25
O8 1.61 3.32 -5.29
S3 1.98 2.82 -6.58
O9 1.33 1.68 -7.17
O10 3.58 2.59 -6.61
C17 4.15 1.74 -5.60
C18 3.89 0.27 -5.88
C19 1.91 4.16 -7.74
H36 3.79 2.02 -4.61
H37 5.23 1.92 -5.62
H38 2.82 0.03 -5.79
H39 4.42 -0.36 -5.16
H40 4.19 0.00 -6.89
H41 2.44 5.02 -7.33
H42 0.86 4.40 -7.91
H43 2.37 3.84 -8.68
O11 -3.12 -0.21 7.98
S4 -4.19 0.50 8.63
O12 -3.95 1.44 9.69
O13 -5.30 -0.56 9.12
C20 -4.89 -1.63 9.97
C21 -4.65 -1.16 11.40
C22 -5.16 1.30 7.39
H44 -4.01 -2.13 9.57
H45 -5.71 -2.36 9.97
H46 -3.80 -0.49 11.45
H47 -4.46 -2.01 12.05
H48 -5.52 -0.61 11.77
H49 -5.39 0.59 6.60
H50 -4.57 2.13 6.99
H51 -6.07 1.68 7.85
O14 7.00 2.44 -8.10
S5 6.10 1.89 -9.08
O15 5.43 0.64 -8.88
O16 6.85 1.86 -10.51
C23 8.10 1.17 -10.60
C24 7.92 -0.34 -10.61
C25 4.90 3.11 -9.50
H52 8.77 1.48 -9.80
H53 8.56 1.48 -11.54
H54 7.54 -0.70 -9.65
H55 8.87 -0.84 -10.80
H56 7.20 -0.64 -11.38
H57 5.41 4.06 -9.70
H58 4.24 3.22 -8.66
H59 4.35 2.78 -10.38

---

Q: Number 1 is which compound?
A: C25H58N2O2PbSi3

---

Q: Among the records above, which one has the highest HOMO energy?
A: C25H58N2O2PbSi3

---

Q: Which value of E_tot does entry 2 give?
A: -5495.7234 a.u.